[1]
{
  "formula": "C21H43InN2P3Se",
  "method": "wB97M-V/def2-TZVPD",
  "species": ["In", "P", "P", "P", "H", "C", "C", "H", "C", "C", "C", "C", "C", "C", "C", "C", "C", "H", "H", "H", "H", "H", "H", "H", "H", "H", "H", "H", "H", "H", "H", "H", "H", "H", "H", "H", "H", "H", "H", "H", "H", "H", "H", "H", "H", "H", "C", "C", "C", "C", "C", "C", "Se", "H", "H", "H", "H", "H", "H", "C", "N", "C", "C", "N", "C", "H", "H", "H", "H", "H", "H"],
  "xyz": [[0.7347, 0.6112, -2.1600], [2.0783, 2.2979, -0.6772], [0.8791, -0.0420, 2.8750], [-1.5872, 1.6375, 1.3364], [-0.8237, -0.8679, -3.9770], [-0.6891, 0.1946, -3.7428], [0.2832, 1.0360, -4.3946], [1.1279, 0.6199, -4.9481], [3.8821, 2.3778, -0.9885], [2.1043, 2.7411, 1.1003], [1.4819, 3.8546, -1.4266], [0.1070, -1.5661, 3.5641], [2.6252, -0.6112, 3.0258], [0.8236, 0.9765, 4.4212], [-2.8081, 1.9682, 0.0028], [-1.4435, 3.3506, 2.0021], [-2.7525, 0.9772, 2.6030], [-1.6528, 0.6892, -3.5492], [-0.0072, 1.9866, -4.8533], [4.1512, 1.7773, -1.8641], [4.4312, 2.0020, -0.1116], [4.1522, 3.4284, -1.1621], [2.6728, 1.9971, 1.6807], [1.0836, 2.8405, 1.4940], [2.6129, 3.7135, 1.1846], [1.1409, 3.6732, -2.4562], [2.3217, 4.5619, -1.4256], [0.6541, 4.2380, -0.8132], [0.5357, -1.8074, 4.5459], [0.2851, -2.4018, 2.8757], [-0.9746, -1.4231, 3.6678], [2.8069, -0.9669, 4.0486], [3.3141, 0.2147, 2.8095], [2.8114, -1.4333, 2.3226], [1.2112, 0.3895, 5.2642], [-0.2063, 1.2879, 4.6384], [1.4523, 1.8666, 4.2896], [-3.6832, 2.4870, 0.4170], [-3.1383, 1.0179, -0.4346], [-2.3453, 2.5761, -0.7853], [-2.4460, 3.7687, 2.1554], [-0.8983, 3.9899, 1.2984], [-0.9038, 3.3516, 2.9568], [-3.6188, 1.6446, 2.6865], [-2.2699, 0.8918, 3.5839], [-3.1038, -0.0148, 2.2998], [-2.9609, -2.3838, -0.8813], [-2.5541, -2.3499, -2.2213], [-3.5123, -2.2727, -3.2359], [-4.8707, -2.1656, -2.9240], [-5.2658, -2.0942, -1.5849], [-4.3179, -2.1861, -0.5613], [-1.7285, -2.8173, 0.5318], [-2.1361, -1.6177, 1.2956], [-1.4875, -2.4147, -2.4642], [-3.1962, -2.2638, -4.2822], [-5.6126, -2.1239, -3.7232], [-6.3169, -1.9977, -1.3197], [-4.5922, -2.1055, 0.4844], [2.5395, -4.7587, -1.3875], [2.6005, -3.3084, -1.3195], [3.4494, -2.5845, -0.4879], [3.1672, -1.2650, -0.6995], [2.1621, -1.1770, -1.6647], [1.8343, -2.4282, -1.9985], [3.2201, -5.1629, -2.1470], [2.8458, -5.1632, -0.4166], [1.5217, -5.0916, -1.6109], [4.1151, -3.0577, 0.2148], [3.6248, -0.3926, -0.2567], [1.0592, -2.7203, -2.7199]],
  "atomic_forces_ev_per_a": [[2.012, -0.960, 3.598], [0.696, 1.638, 0.006], [0.127, -0.609, 1.488], [-1.185, 0.726, -0.003], [0.786, 0.007, 0.625], [-0.584, 1.730, -2.506], [-1.430, -1.555, -1.564], [0.085, -0.350, 0.467], [0.126, -0.764, -0.407], [-0.676, -0.690, 0.387], [-0.245, -0.209, -0.090], [-0.341, -0.029, -0.475], [0.196, 0.126, -0.448], [-0.064, 0.300, -0.439], [0.060, -0.293, -0.364], [0.701, -0.065, -0.041], [0.485, -0.637, 0.032], [0.391, -0.202, 0.316], [0.042, 0.382, 1.152], [0.195, 0.226, 0.130], [-0.194, 0.073, -0.332], [-0.088, -0.313, 0.068], [-0.329, 0.277, -0.247], [0.404, -0.125, -0.031], [-0.058, -0.215, -0.355], [0.104, 0.361, 0.260], [-0.408, -0.032, -0.029], [0.171, 0.017, -0.334], [-0.078, 0.112, -0.249], [-0.091, 0.103, 0.190], [0.163, -0.129, 0.052], [-0.042, 0.107, -0.232], [0.023, -0.247, 0.092], [0.009, 0.206, 0.168], [-0.115, 0.134, -0.209], [0.286, -0.013, 0.031], [-0.193, -0.093, 0.162], [0.213, -0.040, -0.130], [0.025, 0.143, 0.044], [-0.163, -0.040, 0.164], [0.162, -0.165, -0.051], [-0.148, 0.003, 0.134], [-0.122, 0.031, -0.151], [0.234, -0.020, -0.106], [-0.122, 0.013, -0.215], [-0.020, 0.156, 0.133], [-0.600, 0.256, -0.365], [-0.161, -0.187, 0.270], [-0.056, 0.338, -0.011], [0.205, 0.007, 0.093], [0.221, 0.002, 0.165], [0.552, -0.124, -0.569], [-0.006, 0.677, -0.129], [0.283, -0.310, 0.013], [-0.333, -0.222, 0.100], [-0.134, -0.125, 0.278], [0.225, -0.023, 0.277], [0.207, 0.047, -0.130], [-0.227, -0.248, -0.110], [0.115, -0.913, -0.011], [-0.205, 1.200, 0.019], [-0.814, 0.369, -0.505], [-0.225, -0.267, -0.281], [-0.905, 0.631, -0.266], [0.413, -0.646, 0.218], [-0.143, 0.293, 0.130], [-0.178, 0.108, -0.232], [0.193, 0.169, 0.087], [0.105, -0.051, -0.177], [-0.075, -0.144, -0.042], [0.540, 0.084, 0.482]],
  "lumo_ev": [-12.521, -12.521],
  "total_charge": 3
}

=====

[2]
{
  "formula": "C21H43N2O7",
  "method": "wB97M-V/def2-TZVPD",
  "species": ["C", "C", "C", "O", "C", "N", "C", "C", "C", "C", "C", "N", "H", "H", "H", "H", "H", "H", "H", "H", "H", "H", "H", "H", "H", "H", "H", "C", "O", "C", "C", "O", "C", "C", "O", "C", "H", "H", "H", "H", "H", "H", "H", "H", "H", "H", "H", "H", "H", "H", "C", "O", "C", "C", "O", "C", "C", "O", "C", "H", "H", "H", "H", "H", "H", "H", "H", "H", "H", "H", "H", "H", "H"],
  "xyz": [[7.4665, -0.3340, 1.4119], [7.0314, 0.9450, 0.5094], [5.9940, 1.8110, 1.3783], [4.8551, 0.9720, 1.7138], [3.6514, 1.3648, 1.0486], [2.5561, 1.3462, 2.1018], [1.2741, 0.7073, 1.5978], [0.0625, 1.5927, 1.6351], [-1.2965, 1.0348, 1.1933], [-1.1568, -0.4112, 0.7161], [0.1909, -1.0898, 0.7754], [1.4517, -0.6357, 1.2159], [7.3521, -0.1282, 2.5321], [6.8496, -1.2700, 1.1622], [8.5649, -0.5464, 1.1997], [6.4867, 0.6316, -0.4375], [7.9820, 1.5503, 0.3191], [5.7360, 2.8254, 0.9334], [6.5318, 2.0319, 2.3750], [3.4580, 0.6418, 0.1880], [3.6578, 2.4130, 0.6078], [2.8764, 0.9018, 2.9909], [2.3911, 2.3439, 2.3491], [0.1458, 2.6704, 1.9884], [-2.2701, 1.6132, 1.2063], [-2.0634, -0.9703, 0.3204], [0.2018, -2.1843, 0.4243], [2.4729, -7.8689, -4.8750], [2.0460, -6.6735, -4.2482], [0.6430, -6.4621, -4.3606], [0.1037, -5.7516, -3.1254], [-0.0086, -6.5904, -1.9732], [1.2141, -7.0106, -1.3646], [1.9644, -5.8956, -0.6480], [2.6110, -5.0396, -1.5893], [2.6593, -3.6951, -1.1630], [2.3881, -7.7795, -5.9630], [3.5183, -8.0359, -4.6103], [1.8913, -8.7259, -4.5201], [0.1110, -7.4099, -4.4914], [0.4754, -5.8356, -5.2445], [-0.9177, -5.4267, -3.3457], [0.6694, -4.8474, -2.8942], [1.8484, -7.5332, -2.0803], [0.9212, -7.7492, -0.6122], [2.7464, -6.3277, -0.0135], [1.2658, -5.3303, -0.0205], [1.6611, -3.3365, -0.8878], [3.0187, -3.0882, -1.9960], [3.3466, -3.5890, -0.3177], [-4.5608, 6.3840, -1.4324], [-5.4860, 5.8793, -0.4883], [-5.7823, 4.5018, -0.6875], [-6.0501, 3.8094, 0.6430], [-4.8723, 3.5534, 1.4147], [-4.2227, 4.6959, 1.9800], [-4.9989, 5.3474, 3.1173], [-6.0972, 6.0972, 2.6070], [-7.2177, 6.0876, 3.4718], [-5.0203, 6.4378, -2.4247], [-4.2695, 7.3877, -1.1184], [-3.6590, 5.7632, -1.4668], [-4.9594, 3.9919, -1.1998], [-6.6796, 4.4465, -1.3145], [-6.4736, 2.8237, 0.4282], [-6.7954, 4.3394, 1.2372], [-3.9519, 5.4147, 1.2064], [-3.2821, 4.3171, 2.3940], [-4.3481, 6.0492, 3.6515], [-5.3422, 4.5754, 3.8149], [-7.4988, 5.0627, 3.7365], [-8.0566, 6.5422, 2.9426], [-7.0063, 6.6673, 4.3751]],
  "atomic_forces_ev_per_a": [[-0.015, -0.037, -0.525], [-0.561, -0.094, 1.387], [2.541, 0.011, 0.645], [-1.353, 1.788, -1.024], [1.626, -0.587, -1.035], [-0.726, 0.252, -0.127], [-2.107, 0.100, -0.023], [-0.627, -2.393, -0.852], [4.161, -2.882, -0.325], [1.717, 2.491, 1.264], [-0.755, -0.439, -0.124], [-4.783, 3.594, -0.052], [0.168, -0.173, -1.607], [0.944, 1.457, 0.369], [-1.498, 0.079, 0.343], [1.066, 0.365, 0.976], [-1.581, -0.645, -0.038], [-0.088, -1.420, 0.303], [-0.947, -0.281, -1.437], [-0.348, 0.770, 1.490], [0.217, -1.185, 0.715], [0.058, -0.061, -0.956], [-0.167, -0.885, -0.094], [-0.020, -1.629, -0.474], [1.440, -0.753, -0.009], [1.523, 0.713, 0.623], [0.002, 1.882, 0.594], [0.074, 0.248, 0.017], [-0.160, -0.317, 0.192], [0.382, 0.367, 0.170], [-0.182, -0.173, -0.022], [0.292, 0.152, -0.077], [-0.227, 0.014, 0.182], [0.323, -0.189, -0.492], [-0.387, 0.340, 0.107], [0.223, -0.382, -0.211], [-0.015, -0.176, -0.016], [-0.071, 0.127, -0.044], [-0.049, -0.031, -0.095], [0.005, -0.016, 0.036], [-0.262, -0.011, -0.021], [0.002, -0.171, 0.020], [0.226, -0.117, -0.132], [0.153, 0.230, -0.028], [-0.079, 0.123, -0.005], [-0.153, -0.109, 0.187], [-0.032, 0.002, -0.033], [-0.018, 0.029, 0.099], [0.045, -0.109, 0.036], [-0.070, 0.181, 0.125], [-0.297, 0.090, 0.134], [0.441, -0.200, 0.020], [-0.298, 0.367, 0.368], [-0.015, -0.174, -0.156], [0.091, 0.238, -0.040], [-0.046, -0.190, 0.162], [-0.137, 0.438, -0.448], [-0.030, -0.449, 0.058], [0.099, 0.154, -0.154], [0.170, -0.012, -0.081], [-0.142, -0.062, -0.008], [0.013, -0.054, -0.109], [0.045, 0.004, 0.001], [0.002, -0.264, -0.045], [0.157, 0.007, -0.025], [0.118, 0.216, -0.132], [-0.233, 0.150, 0.051], [-0.093, -0.090, 0.075], [0.192, -0.175, 0.127], [0.006, -0.020, -0.036], [0.018, 0.007, 0.109], [0.148, 0.047, 0.012], [-0.116, -0.077, 0.114]],
  "lumo_ev": -3.713,
  "total_charge": 1
}

=====

[3]
{
  "formula": "C21H43N2P3PdSe",
  "method": "wB97M-V/def2-TZVPD",
  "species": ["Pd", "P", "P", "P", "H", "C", "C", "H", "C", "C", "C", "C", "C", "C", "C", "C", "C", "H", "H", "H", "H", "H", "H", "H", "H", "H", "H", "H", "H", "H", "H", "H", "H", "H", "H", "H", "H", "H", "H", "H", "H", "H", "H", "H", "H", "H", "C", "C", "C", "C", "C", "C", "Se", "H", "H", "H", "H", "H", "H", "C", "C", "N", "C", "C", "N", "H", "H", "H", "H", "H", "H"],
  "xyz": [[0.1730, 0.7039, -0.6595], [-3.1023, -2.1085, -0.2920], [1.8836, 0.2142, 1.3922], [1.3216, -0.6469, -1.9798], [-3.0858, 2.3975, -3.3897], [-2.8784, 1.3412, -3.6319], [-2.5279, 0.4643, -2.6798], [-2.3432, 0.8448, -1.6686], [-4.5464, -1.5549, 0.6140], [-1.8563, -2.6624, 0.8694], [-3.6316, -3.3006, -1.5350], [3.3236, 1.3627, 1.5100], [1.2923, 0.3810, 3.1178], [2.7675, -1.3955, 1.4778], [0.6465, -0.5028, -3.6435], [1.2899, -2.4141, -1.5775], [3.0772, -0.2585, -2.1888], [-3.1610, 1.0381, -4.6550], [-2.4381, -0.6132, -2.8900], [-4.6788, -0.4844, 0.4173], [-4.3646, -1.7150, 1.6812], [-5.4230, -2.1328, 0.2834], [-1.9660, -2.0917, 1.8028], [-0.8391, -2.5132, 0.4796], [-2.0049, -3.7302, 1.0868], [-4.3575, -2.8023, -2.1944], [-4.1002, -4.1557, -1.0308], [-2.7672, -3.6286, -2.1223], [4.0137, 1.0200, 2.2992], [2.9348, 2.3595, 1.7609], [3.8413, 1.4021, 0.5420], [2.1250, 0.2817, 3.8324], [0.5347, -0.3878, 3.3222], [0.8434, 1.3782, 3.2257], [3.4872, -1.4025, 2.3129], [3.3086, -1.5779, 0.5385], [2.0168, -2.1813, 1.6458], [1.2182, -1.1816, -4.2806], [0.7091, 0.5312, -4.0007], [-0.4087, -0.7917, -3.6145], [1.9015, -2.9198, -2.3394], [0.2599, -2.8053, -1.6185], [1.7130, -2.6055, -0.5781], [3.4334, -0.9190, -2.9909], [3.6298, -0.4749, -1.2689], [3.2188, 0.7962, -2.4626], [1.0028, 3.1413, -3.1196], [-0.2152, 2.8679, -3.7448], [-0.3547, 2.9862, -5.1234], [0.7199, 3.4659, -5.9031], [1.9160, 3.8251, -5.2702], [2.0562, 3.6491, -3.8995], [1.3517, 2.8258, -1.3173], [-2.7318, -0.9544, -1.0118], [-1.0258, 2.4887, -3.1358], [-1.3203, 2.6999, -5.5466], [0.6407, 3.5625, -6.9862], [2.7622, 4.2393, -5.8154], [2.9779, 3.8731, -3.3917], [-1.5675, 3.9275, -0.4541], [-1.8462, 2.8362, 0.4786], [-1.3016, 1.6183, 0.6097], [-1.8140, 1.0319, 1.7565], [-2.7348, 1.8907, 2.2843], [-2.7646, 2.9925, 1.4616], [-2.0920, 4.8216, -0.1016], [-0.4956, 4.1943, -0.4856], [-1.9208, 3.7088, -1.4651], [-1.4900, 0.0778, 2.1402], [-3.2831, 1.8152, 3.2024], [-3.3185, 3.8385, 1.5623]],
  "atomic_forces_ev_per_a": [[0.263, 0.206, 1.486], [-1.050, -0.006, -0.622], [1.618, 0.228, 0.855], [0.779, -0.514, -1.034], [0.281, -0.569, -0.193], [-1.063, -0.511, 0.243], [-0.280, 0.634, -0.969], [-0.034, -0.291, -0.207], [-0.046, -0.012, 0.228], [0.542, 0.010, 0.042], [0.413, 0.052, 0.131], [-0.523, 0.211, -0.624], [-0.795, 0.043, -0.296], [-0.538, -0.189, -0.410], [-0.155, -0.200, 0.011], [-0.077, -0.182, 0.072], [-0.059, -0.085, 0.100], [0.353, 0.080, 0.607], [0.030, 0.699, 0.073], [-0.276, -0.281, 0.050], [-0.322, -0.017, -0.094], [0.161, 0.349, 0.240], [-0.018, -0.293, -0.228], [-0.280, -0.152, 0.043], [0.012, 0.256, -0.003], [0.149, -0.152, 0.209], [0.096, 0.116, -0.175], [-0.215, -0.110, 0.029], [-0.331, 0.072, -0.319], [0.316, -0.149, -0.076], [0.031, 0.104, 0.334], [-0.245, -0.020, -0.342], [0.204, 0.160, 0.209], [0.105, -0.212, 0.190], [-0.326, 0.178, -0.264], [-0.127, -0.091, 0.406], [0.395, -0.010, -0.070], [-0.140, 0.105, -0.230], [0.104, -0.308, 0.016], [0.285, -0.024, -0.233], [-0.185, -0.086, 0.261], [0.407, 0.104, -0.070], [-0.163, 0.022, -0.504], [0.173, 0.261, 0.160], [0.025, 0.077, -0.242], [0.008, -0.366, -0.013], [0.063, 0.125, -0.157], [-0.320, -0.408, -0.396], [-0.131, 0.034, 0.697], [0.028, -0.009, 0.177], [0.166, -0.061, 0.417], [0.239, 0.236, -0.103], [0.785, -0.049, -0.502], [0.421, -0.580, 0.542], [0.195, 0.106, -0.269], [0.426, 0.245, -0.186], [-0.118, -0.012, 0.287], [-0.279, -0.164, -0.070], [0.370, 0.238, -0.147], [-0.086, 0.652, 0.289], [-0.551, 0.214, 0.432], [0.084, -1.758, 1.594], [2.298, 0.119, -3.288], [-1.723, 3.098, 0.272], [-0.467, -0.730, 1.376], [-0.024, -0.077, -0.187], [-0.478, -0.273, -0.004], [0.132, -0.124, -0.074], [0.053, 0.035, -0.099], [-0.415, 0.080, 0.256], [-0.162, -0.074, 0.368]],
  "lumo_ev": [-11.468, -16.340],
  "spin_multiplicity": 5,
  "total_charge": 4,
  "relative_energy_kj_mol": 33.9
}

=====

| no. | electronic energy (Eh) |
| --- | --- |
| 1 | -4549.978030 |
| 2 | -1461.639457 |
| 3 | -4487.271448 |